1.
Molecular formula: C2H2N2O3
Method: DFT, ωB97M-V/def2-TZVPD

Last column: Mulliken charge in e.
Element x y z (Å)
N1 0.009 1.413 -3.000  -0.310
C1 -0.036 0.786 -2.034  0.281
C2 -0.254 0.064 -0.811  -0.022
O1 0.649 0.458 0.183  -0.496
N2 -1.683 0.553 -0.073  0.919
O2 -2.719 0.007 -0.377  -0.527
O3 -1.551 1.432 0.719  -0.541
H1 -0.323 -0.999 -0.764  0.318
H2 0.576 1.419 0.390  0.378

Highest occupied orbital energy: -11.461 eV
SMILES: N#C[C@@H](O)[N+](=O)[O-]
Relative energy (zero: lowest compared OMol25 entry of this formula, charge and spin): 3.962 eV

2.
Molecular formula: C2H2N2O3
Method: DFT, ωB97M-V/def2-TZVPD

Last column: Mulliken charge in e.
Element x y z (Å)
N1 -0.001 0.304 -0.378  -0.394
C1 -1.253 -0.139 -0.646  0.660
O1 -2.199 -0.569 0.023  -0.519
O2 -1.008 0.053 -1.913  -0.300
N2 -2.436 -0.379 -2.665  -0.300
C2 -3.275 -0.417 -1.700  0.672
O3 -4.270 -0.660 -1.164  -0.341
H1 0.262 0.827 -1.208  0.277
H2 0.251 0.517 0.585  0.244

Highest occupied orbital energy: -10.498 eV
SMILES: NC(=O)ON=C=O
Relative energy (zero: lowest compared OMol25 entry of this formula, charge and spin): 3.837 eV